This record from OMol25 describes C33H27BrN6O4PdS as an isolated structure. The level of theory is ωB97M-V/def2-TZVPD.

Expectation value of S² = 6.083
Charge = +2
Energy above the lowest of the compared OMol25 structures with the same formula, charge and spin = 0.000 eV
Lowest unoccupied orbital energy (alpha / beta) = -6.199 / -7.747 eV
Spin multiplicity = 5
Kohn-Sham gap (alpha / beta) = 6.211 / 5.685 eV
Highest occupied orbital energy (alpha / beta) = -12.4 / -13.4 eV

Structure (XYZ):
```
73
C33H27BrN6O4PdS (ωB97M-V/def2-TZVPD)
Pd 0.3615 -1.0275 -1.2268
C -8.0692 -1.2402 -1.2802
C -6.6192 -0.8803 -1.4086
C -5.6438 -1.5603 -0.6755
C -4.3085 -1.2327 -0.7918
C -3.9437 -0.2096 -1.6671
C -4.8959 0.4899 -2.4112
C -6.2250 0.1442 -2.2707
S -2.2947 0.2400 -1.8282
O -1.6137 0.1071 -0.5340
O -2.1703 1.4587 -2.5603
N -1.5420 -1.0380 -2.6219
C -0.7801 -0.6369 -3.7601
C -1.2851 -0.2158 -4.9725
C -0.3546 0.1470 -5.9344
C 1.0030 0.1023 -5.6364
C 1.4029 -0.3250 -4.3850
N 0.5137 -0.7176 -3.4689
H -8.2334 -1.9766 -0.4968
H -8.4405 -1.6544 -2.2192
H -8.6678 -0.3573 -1.0559
H -5.9442 -2.3512 -0.0008
H -3.5610 -1.7523 -0.2072
H -4.5937 1.2906 -3.0708
H -6.9755 0.6810 -2.8370
H -2.3496 -0.1686 -5.1491
H -0.6884 0.4794 -6.9080
H 1.7434 0.3956 -6.3662
H 2.4467 -0.3813 -4.1049
Br 6.3401 5.9089 5.4664
C 4.6823 5.0607 5.3387
C 4.6320 3.7298 4.9153
C 3.4134 3.0993 4.8120
C 2.2458 3.8071 5.1364
C 2.3061 5.1212 5.6077
C 3.5289 5.7563 5.6870
N 0.9840 3.2174 5.1073
N 0.6668 2.2019 4.4755
C 0.9052 1.8802 3.1953
C 1.3457 2.8170 2.2180
C 1.5091 2.4725 0.9120
C 1.2156 1.1503 0.4710
O 1.3645 0.8023 -0.7321
C 0.7230 0.1876 1.4553
N 0.4362 -1.0508 0.9856
C -0.0333 -1.9606 1.8110
C -0.2423 -1.6876 3.1719
C 0.0442 -0.4424 3.6615
C 0.5519 0.5389 2.7889
H 5.5478 3.2040 4.6863
H 3.3601 2.0626 4.5084
H 1.3915 5.6227 5.8929
H 3.5975 6.7782 6.0311
H 1.5377 3.8361 2.5242
H 1.8337 3.1904 0.1721
H -0.2507 -2.9333 1.3888
H -0.6346 -2.4631 3.8143
H -0.1178 -0.2006 4.7034
O -0.1967 -3.2998 -1.1796
C 0.8337 -4.0962 -1.7846
C 2.1716 -3.5016 -1.4382
C 3.3050 -4.2880 -1.3238
C 4.5264 -3.6750 -1.0981
C 4.5796 -2.2943 -0.9843
C 3.4043 -1.5758 -1.0866
N 2.2280 -2.1722 -1.3103
H -1.0368 -3.4893 -1.6163
H 0.7127 -4.0894 -2.8720
H 0.7714 -5.1272 -1.4358
H 3.2265 -5.3630 -1.4137
H 5.4260 -4.2689 -1.0093
H 5.5131 -1.7782 -0.8128
H 3.3800 -0.4985 -0.9910
```

Atom charges from the Mulliken analysis, given in e for atoms 1 to 4: atom 1 (Pd): 0.518, atom 2 (C): -1.423, atom 3 (C): 0.896, atom 4 (C): -0.944



This record from OMol25 describes C20H24AsFN2OP2S4W as an isolated structure. The level of theory is ωB97M-V/def2-TZVPD.

Energy above the lowest of the compared OMol25 structures with the same formula, charge and spin = 0.931 eV
Lowest unoccupied orbital energy (alpha / beta) = -0.395 / -0.396 eV
Kohn-Sham gap (alpha / beta) = 6.681 / 6.680 eV
Highest occupied orbital energy (alpha / beta) = -7.1 / -7.1 eV

Structure (XYZ):
```
56
C20H24AsFN2OP2S4W (ωB97M-V/def2-TZVPD)
W 1.8580 -0.2032 0.3698
S 5.3705 -1.7119 2.2491
As 3.5458 -1.7996 1.3290
S 1.6769 -2.3773 2.1621
S 3.1650 -2.2884 -0.7248
S 1.6558 0.7304 2.3227
N -1.0976 -0.3834 -1.0916
P -0.4912 -1.0468 0.3643
C -1.0385 -2.7719 0.2527
C -2.3641 -3.1077 0.5280
C -2.8113 -4.4018 0.3093
C -1.9395 -5.3603 -0.1893
C -0.6222 -5.0256 -0.4677
C -0.1661 -3.7351 -0.2451
C -1.5417 -0.2922 1.6229
C -1.6433 -0.8941 2.8749
C -2.3440 -0.2610 3.8881
C -2.9444 0.9695 3.6576
C -2.8417 1.5698 2.4112
C -2.1350 0.9451 1.3941
C -0.2345 -0.2615 -2.1663
C -0.7241 -0.0745 -3.4603
C 0.1767 0.0480 -4.4945
C 1.5409 -0.0240 -4.2255
C 1.9410 -0.2131 -2.9227
N 1.0732 -0.3285 -1.9066
H -2.0595 -0.5699 -1.3393
H -3.0476 -2.3662 0.9237
H -3.8376 -4.6617 0.5339
H -2.2874 -6.3720 -0.3544
H 0.0622 -5.7733 -0.8465
H 0.8699 -3.4792 -0.4325
H -1.1627 -1.8466 3.0627
H -2.4149 -0.7268 4.8619
H -3.4900 1.4613 4.4523
H -3.3072 2.5307 2.2315
H -2.0257 1.4219 0.4285
H -1.7921 -0.0334 -3.6273
H -0.1783 0.1922 -5.5065
H 2.2798 0.0567 -5.0088
H 2.9834 -0.2768 -2.6438
C 0.1211 3.9303 1.1046
P 1.2552 3.1725 -0.0627
C 1.1454 4.1100 -1.5979
C 2.9159 3.4594 0.5600
O 0.8627 1.7355 -0.3345
H 0.4003 4.9633 1.3145
H 0.1686 3.3369 2.0191
H -0.8952 3.8980 0.7127
H 1.3373 5.1685 -1.4180
H 0.1538 3.9921 -2.0336
H 1.8876 3.7192 -2.2943
H 3.1703 4.5103 0.4149
H 3.6149 2.8213 0.0229
H 2.9541 3.2115 1.6190
F 3.2516 0.7133 -0.6031
```

Atom charges from the Mulliken analysis, given in e for atoms 1 to 4: atom 1 (W): 1.408, atom 2 (S): -0.418, atom 3 (As): 0.447, atom 4 (S): -0.171



This record from OMol25 describes an isolated ion of composition C7H17N2O3S and charge +1. The level of theory is ωB97M-V/def2-TZVPD.

Charge = +1
Energy above the lowest of the compared OMol25 structures with the same formula, charge and spin = 2.645 eV
Lowest unoccupied orbital energy = -2.795 eV
Kohn-Sham gap = 10.045 eV
Highest occupied orbital energy = -12.8 eV

Structure (XYZ):
```
30
C7H17N2O3S (ωB97M-V/def2-TZVPD)
C -0.4493 0.1280 0.2679
C -2.9462 0.8862 -0.2303
C 3.0445 -1.2240 0.3456
C -1.0211 -0.8766 -2.0240
C 0.5432 0.8753 -1.8787
C 0.3670 1.4058 2.0249
C -1.4126 1.0262 -0.3995
N 1.7404 -1.9988 0.3065
N -0.5713 0.2381 -1.2393
O -0.9082 -1.0139 0.8395
O 0.8948 -1.6546 2.6876
O 0.6334 0.7340 0.7726
S 0.6665 -2.2599 1.2050
H -3.5295 1.5477 -0.8899
H -3.1786 1.0961 0.8146
H -3.0997 -0.1228 -0.4886
H 3.0793 -0.5548 1.1236
H 3.0784 -0.8490 -0.6989
H 3.8670 -1.8893 0.4565
H -0.2706 -1.6786 -2.3875
H -1.7230 -1.4904 -1.2574
H -1.6160 -0.4261 -2.9221
H 0.9001 1.8681 -1.5205
H 1.3239 0.1648 -1.9256
H 0.2000 1.0619 -2.8383
H 0.4325 0.5669 2.7125
H -0.5207 2.0167 1.9750
H 1.3342 1.9443 2.1619
H -0.9867 2.1439 -0.3873
H 0.1283 -1.6652 3.3941
```

Atom charges from the Mulliken analysis, given in e for atoms 1 to 4: atom 1 (C): 0.554, atom 2 (C): -1.341, atom 3 (C): -0.604, atom 4 (C): -0.793



This record from OMol25 describes a 4-piece molecular cluster, C2H12O3S overall. The level of theory is ωB97M-V/def2-TZVPD.

Energy above the lowest of the compared OMol25 structures with the same formula, charge and spin = 0.401 eV
Lowest unoccupied orbital energy = 0.327 eV
Kohn-Sham gap = 8.410 eV
Highest occupied orbital energy = -8.1 eV

Structure (XYZ):
```
18
C2H12O3S (ωB97M-V/def2-TZVPD)
C 0.1713 -1.6926 -0.0165
S -0.9762 -1.8901 -1.4098
C -0.0663 -1.0088 -2.7161
H 0.2904 -0.6116 0.0896
H 1.1525 -2.1407 -0.1666
H -0.2673 -2.0465 0.9127
H -0.6459 -1.0443 -3.6337
H 0.0919 0.0381 -2.4594
H 0.8893 -1.5260 -2.7305
H 0.6811 1.5142 0.3829
H 2.0672 1.9133 -0.2313
O 1.5126 1.1497 -0.0325
H -1.0750 0.4890 3.6428
H 0.2649 0.9024 3.0692
O -0.4811 0.3267 2.8716
H -1.1053 1.4599 1.4987
H -1.5053 1.9608 0.0665
O -0.9986 2.2063 0.8623
```

Atom charges from the Mulliken analysis, given in e for atoms 1 to 4: atom 1 (C): -0.344, atom 2 (S): -0.119, atom 3 (C): -0.711, atom 4 (H): -0.149



| no. | largest force on an atom (eV/Å) |
| --- | --- |
| 1 | 1.08 |
| 2 | 0.41 |
| 3 | 5.05 |
| 4 | 1.39 |